Entry 1:
Computed, not measured: one molecule with the formula C3H8N2O2, with ωB97M-V/def2-TZVPD.

Its calculated total energy is -10314.030 eV. As for the structure (SMILES): CC(=O)[C@@H](N)NO. The strongest force on any atom is 1.904 eV/A. As for the energy above the lowest of the compared OMol25 structures with the same formula, charge and spin: 2.9220 eV.

XYZ file:
```
15
Properties=species:S:1:pos:R:3:forces:R:3:nbo_charge:R:1
C -1.200 1.274 -0.040 -0.211 0.058 -0.493 -0.7373
C -1.168 -0.230 0.062 -1.669 -0.665 -0.481 0.5551
O -2.210 -0.872 -0.094 1.773 0.603 0.345 -0.5477
C 0.175 -0.958 0.282 -0.333 0.183 0.024 -0.0187
N 0.767 -1.335 -0.994 -0.427 0.071 -0.071 -0.8053
N 1.168 -0.212 1.049 0.322 0.232 -0.073 -0.3313
O 1.765 0.820 0.220 0.409 -0.737 0.351 -0.6091
H -2.126 1.576 -0.540 0.059 -0.165 0.290 0.2398
H -1.176 1.714 0.959 0.174 0.096 -0.083 0.2349
H -0.374 1.645 -0.649 0.168 0.047 0.349 0.2414
H -0.056 -1.867 0.849 0.060 0.112 -0.019 0.2137
H 0.060 -1.837 -1.532 0.243 -0.008 0.124 0.3724
H 0.967 -0.478 -1.504 0.062 -0.103 -0.033 0.3648
H 0.735 0.297 1.821 0.081 -0.112 -0.307 0.3456
H 2.671 0.462 0.110 -0.712 0.388 0.076 0.4818
```
Positions in Å, forces in eV/Å.

=====

Entry 2:
Computed, not measured: C43H56Cl2N5ORuS2 as an isolated structure, with ωB97M-V/def2-TZVPD.

Its calculated total energy is -104281.186 eV. The spin multiplicity is 2. The total charge is +2. The strongest force on any atom is 0.861 eV/A.

XYZ file:
```
110
Properties=species:S:1:pos:R:3:forces:R:3:lowdin_spin:R:1
Ru -0.071 -0.775 1.342 -0.517 -0.200 -0.353 0.7350
C 0.096 -6.567 0.908 0.003 0.016 -0.041 -0.0001
C -0.815 -5.380 1.242 -0.017 0.006 -0.057 -0.0001
C -1.955 -5.841 2.157 -0.020 0.018 -0.069 -0.0001
C -1.367 -4.710 -0.015 0.076 0.105 0.082 -0.0014
C -2.197 -5.466 -0.839 -0.046 -0.051 -0.046 0.0004
C -2.779 -4.936 -1.973 0.010 0.053 -0.003 -0.0017
C -2.573 -3.601 -2.281 -0.103 -0.085 -0.050 0.0004
C -1.766 -2.798 -1.489 0.079 0.111 0.164 -0.0016
C -1.796 -1.319 -1.824 0.014 -0.093 0.078 -0.0003
C 0.834 -1.247 -2.915 0.009 -0.067 0.037 0.0001
C -2.820 -0.557 -0.981 0.024 -0.055 -0.066 0.0023
C -1.113 -3.370 -0.378 -0.184 -0.029 -0.019 -0.0007
N -0.128 -2.636 0.361 -0.089 0.079 0.155 0.0017
C 1.047 -3.215 0.467 0.650 -0.093 0.164 -0.0014
C 1.984 -2.684 1.356 -0.473 -0.126 -0.208 0.0017
C 3.225 -3.089 1.850 -0.107 0.153 0.053 0.0347
C 3.526 -2.213 2.889 0.035 0.060 -0.059 0.0018
C 2.483 -1.281 3.010 -0.273 -0.062 -0.254 0.0339
N 1.529 -1.584 2.076 0.804 -0.132 0.278 -0.0019
C 2.400 -0.107 3.952 -0.038 -0.036 0.079 0.0040
C 3.316 -0.355 5.155 -0.004 0.016 0.027 0.0012
C 2.869 1.163 3.225 0.068 -0.022 -0.017 0.0033
C 0.964 0.092 4.447 0.113 -0.085 0.090 0.0124
H 0.506 -6.996 1.823 -0.005 0.008 -0.010 0.0000
H 0.930 -6.287 0.262 -0.023 0.004 0.020 0.0000
H -0.460 -7.355 0.395 0.009 0.026 0.014 0.0000
H -0.229 -4.657 1.811 -0.004 0.025 0.004 -0.0002
H -2.563 -6.614 1.684 0.021 0.014 0.010 0.0000
H -2.617 -5.011 2.413 -0.019 0.021 0.038 0.0000
H -1.553 -6.255 3.082 0.002 0.013 -0.015 0.0000
H -2.383 -6.502 -0.584 -0.006 0.018 -0.006 0.0000
H -3.405 -5.551 -2.606 0.004 0.005 0.001 -0.0001
H -3.061 -3.166 -3.145 0.006 -0.022 0.006 0.0000
H -2.063 -1.203 -2.875 0.044 0.013 -0.035 -0.0001
H 1.401 -2.032 -2.416 -0.012 0.000 -0.028 0.0001
H 1.515 -0.490 -3.299 0.001 -0.024 0.029 0.0000
H 0.223 -1.667 -3.710 -0.015 -0.015 0.005 -0.0001
H -2.574 -0.594 0.082 -0.009 0.016 -0.021 0.0018
H -3.795 -1.025 -1.124 0.015 -0.013 0.005 0.0002
H -2.887 0.485 -1.288 -0.005 -0.005 0.000 0.0000
H 1.268 -4.106 -0.112 -0.032 -0.033 -0.007 -0.0002
H 3.809 -3.930 1.509 -0.019 0.029 0.006 0.0018
H 4.409 -2.242 3.505 -0.037 0.015 -0.004 -0.0007
H 4.364 -0.418 4.858 -0.039 -0.005 0.005 0.0000
H 3.047 -1.272 5.683 0.010 0.025 -0.026 0.0000
H 3.224 0.478 5.852 0.008 -0.008 0.010 0.0000
H 3.890 1.033 2.856 -0.031 0.015 0.022 0.0001
H 2.864 2.009 3.915 -0.009 -0.028 0.003 0.0003
H 2.212 1.406 2.388 -0.015 -0.029 0.011 0.0005
H 0.581 -0.811 4.928 -0.004 0.031 -0.030 0.0002
H 0.284 0.366 3.639 -0.085 0.051 -0.090 0.0063
H 0.937 0.906 5.173 0.001 -0.010 -0.017 0.0015
S -0.182 -0.480 -1.640 0.024 -0.001 0.124 -0.0019
C -0.497 1.168 -1.959 -0.082 -0.041 -0.415 -0.0004
N -1.225 1.525 -3.133 0.033 -0.113 0.010 0.0000
C -1.820 2.852 -3.060 0.036 -0.044 0.018 0.0000
C -0.887 3.806 -2.326 -0.012 0.017 0.049 -0.0001
N -0.697 3.302 -0.972 0.054 -0.109 0.023 0.0027
C -0.975 4.266 0.105 0.016 -0.045 -0.043 0.0084
C 0.051 5.368 0.148 -0.005 0.060 0.011 0.0001
C -0.290 6.669 -0.195 0.045 0.018 -0.004 0.0006
C 0.667 7.678 -0.161 -0.002 -0.046 0.002 -0.0001
C 1.969 7.384 0.215 -0.038 -0.023 0.001 0.0005
C 2.313 6.083 0.565 -0.021 -0.001 -0.006 0.0000
C 1.356 5.082 0.534 0.046 0.018 0.010 0.0006
C -0.445 1.982 -0.843 -0.074 0.353 0.268 0.0101
S -0.259 1.466 0.863 -0.107 0.142 0.088 0.1066
C -0.712 1.185 -4.470 0.037 0.139 0.032 0.0000
C 0.396 2.050 -5.030 0.060 -0.003 0.024 0.0000
C 0.203 2.723 -6.231 0.007 0.058 0.041 0.0000
C 1.212 3.510 -6.772 0.009 0.001 0.008 0.0000
C 2.427 3.632 -6.116 -0.031 -0.025 0.013 0.0000
C 2.634 2.960 -4.916 -0.065 -0.033 0.023 0.0000
C 1.625 2.173 -4.379 -0.075 -0.019 -0.100 0.0000
H -2.779 2.815 -2.538 -0.013 -0.008 0.030 0.0000
H -2.000 3.211 -4.072 -0.015 -0.019 -0.010 0.0000
H -1.315 4.804 -2.260 0.023 0.011 0.003 0.0001
H 0.068 3.875 -2.848 0.039 -0.012 -0.024 0.0000
H -1.016 3.742 1.055 -0.002 0.005 -0.009 0.0053
H -1.968 4.684 -0.079 -0.019 0.008 -0.005 0.0004
H -1.309 6.903 -0.484 0.020 -0.003 0.006 0.0000
H 0.394 8.690 -0.427 0.003 -0.014 0.004 0.0000
H 2.715 8.168 0.242 -0.005 -0.005 -0.001 0.0000
H 3.328 5.855 0.867 -0.016 0.006 -0.004 0.0000
H 1.620 4.066 0.812 0.005 0.010 -0.007 0.0003
H -1.571 1.243 -5.139 -0.019 0.009 -0.017 0.0001
H -0.417 0.140 -4.477 0.047 -0.076 0.045 0.0000
H -0.745 2.633 -6.751 0.021 -0.001 0.004 0.0000
H 1.047 4.029 -7.708 0.000 -0.009 0.015 0.0000
H 3.213 4.244 -6.537 -0.008 -0.009 0.005 0.0000
H 3.585 3.046 -4.404 -0.029 -0.009 -0.007 0.0000
H 1.789 1.664 -3.436 -0.007 0.031 -0.080 0.0000
Cl 3.133 -0.186 -0.456 0.006 0.030 0.033 0.0002
C 3.776 1.463 -0.243 0.003 0.037 -0.047 0.0000
Cl 3.127 2.588 -1.431 0.057 0.030 0.122 0.0000
H 4.850 1.405 -0.360 0.035 0.006 -0.009 0.0000
H 3.495 1.800 0.747 0.015 -0.011 -0.042 0.0000
C -3.274 -1.170 4.705 -0.051 -0.031 -0.082 0.0005
N -3.428 -1.973 3.483 -0.174 -0.014 -0.018 0.0051
C -4.623 -2.813 3.344 0.148 0.035 0.043 0.0004
C -2.560 -1.849 2.519 0.125 0.134 0.121 0.0028
O -1.604 -1.023 2.621 0.187 -0.007 -0.055 0.0224
H -4.136 -1.344 5.340 0.006 -0.007 -0.005 0.0000
H -3.211 -0.113 4.453 0.000 0.013 -0.007 0.0001
H -2.366 -1.465 5.228 0.010 0.000 0.000 0.0002
H -4.746 -3.411 4.243 0.016 -0.029 0.002 0.0001
H -4.515 -3.476 2.489 0.022 0.006 -0.056 0.0000
H -5.501 -2.185 3.207 -0.024 0.017 0.023 0.0002
H -2.688 -2.469 1.630 -0.029 -0.048 -0.010 0.0001
```
Positions in Å, forces in eV/Å.

=====

> Which value of calculated total energy does entry 1 give?

-10314.030 eV

=====

> Look up the calculated total energy of the first one.

-10314.030 eV